Entry 1:
{
  "formula": "C6H15ClI2O2PSTl",
  "method": "ωB97M-V with the def2-TZVPD basis set",
  "charge": 2,
  "e_above_lowest_kcal_mol": 17.6,
  "e_homo_ev": [-15.4, -15.3],
  "gap_ev": [4.147, 4.259],
  "elements": ["I", "I", "Tl", "P", "C", "C", "H", "H", "H", "C", "H", "H", "H", "H", "H", "H", "C", "O", "Cl", "C", "S", "C", "O", "H", "H", "H", "H", "H", "H"],
  "xyz": [[-0.8550, 0.5063, 2.5362], [2.0826, -0.8223, 2.2022], [-0.1861, -0.6071, -2.3057], [1.1117, 1.8089, -0.1626], [1.9366, 2.6801, 1.2252], [2.4102, 1.9769, -1.4577], [-0.4768, 2.9245, -1.6188], [0.5934, 4.1175, -0.7782], [-0.7473, 3.3134, 0.1159], [0.0106, 3.1915, -0.6675], [1.9732, 1.7502, -2.4423], [2.8240, 2.9953, -1.4494], [2.3678, 3.6220, 0.8595], [2.7136, 2.0346, 1.6502], [3.2040, 1.2528, -1.2298], [1.1924, 2.8829, 2.0034], [0.3041, -1.1440, 3.4600], [0.0366, -1.9349, 4.2958], [-0.6975, 1.5211, -3.7191], [-1.4145, -4.4121, -0.6891], [-1.1333, -2.8002, 0.0511], [-2.7540, -2.0267, -0.1930], [-0.9534, -3.0329, 1.5119], [-1.9682, -4.2958, -1.6251], [-1.9517, -5.0328, 0.0365], [-0.4236, -4.8343, -0.8916], [-3.4462, -2.7931, -0.5618], [-3.0859, -1.6282, 0.7708], [-2.6673, -1.2136, -0.9269]],
  "atomic_forces_ev_per_a": [[0.19, -0.37, 0.27], [-0.66, -0.52, 0.86], [0.05, 0.80, -0.07], [0.05, 1.53, -1.02], [0.00, -0.63, 0.34], [-0.01, -0.57, 0.14], [0.12, 0.36, 0.48], [-0.20, -0.28, 0.03], [0.03, 0.20, -0.25], [-0.36, -0.49, -0.10], [0.27, 0.17, 0.24], [-0.15, -0.29, -0.07], [-0.10, -0.31, 0.10], [0.02, 0.43, 0.02], [-0.02, 0.24, -0.26], [0.24, 0.10, -0.07], [-0.39, -2.56, 2.08], [0.88, 2.86, -2.81], [0.14, -0.92, 0.32], [0.46, -0.04, -0.24], [-0.53, -0.29, 0.36], [-0.16, -0.12, -0.18], [0.31, 0.57, -0.51], [0.08, -0.02, 0.12], [0.02, 0.24, -0.10], [-0.27, -0.03, 0.07], [0.02, 0.31, 0.19], [0.09, -0.14, -0.18], [-0.13, -0.22, 0.21]]
}



Entry 2:
{
  "formula": "C8H11NO3S",
  "method": "ωB97M-V with the def2-TZVPD basis set",
  "smiles": "CN[C@@H](O)S(=O)(=O)c1ccccc1",
  "e_above_lowest_kcal_mol": 46.0,
  "e_homo_ev": -8.9,
  "gap_ev": 9.503,
  "elements": ["C", "C", "C", "C", "C", "C", "C", "C", "N", "O", "O", "O", "S", "H", "H", "H", "H", "H", "H", "H", "H", "H", "H", "H"],
  "xyz": [[3.9958, -0.1668, 0.1182], [3.2003, -1.2958, -0.0075], [3.4295, 1.0972, 0.0885], [1.8312, -1.1563, -0.1639], [2.0593, 1.2448, -0.0712], [1.2894, 0.1130, -0.2069], [-3.6802, 0.9669, 0.7186], [-2.1176, -0.8755, 0.3557], [-3.1938, -0.1412, -0.0741], [-1.8824, -2.0383, -0.2758], [-0.8880, 1.6402, -0.2550], [-0.7559, -0.2726, -1.8051], [-0.5530, 0.2376, -0.4413], [5.0653, -0.2747, 0.2391], [3.6433, -2.2799, 0.0213], [4.0530, 1.9728, 0.1943], [1.1897, -2.0187, -0.2601], [1.5876, 2.2142, -0.0967], [-4.6069, 1.3191, 0.2717], [-3.8828, 0.6147, 1.7293], [-2.9653, 1.7948, 0.7577], [-2.0265, -0.9547, 1.4341], [-3.1413, 0.0673, -1.0653], [-1.6506, -1.8081, -1.2059]],
  "atomic_forces_ev_per_a": [[0.11, -0.02, -0.01], [-0.05, -0.02, 0.01], [-0.02, 0.05, -0.04], [0.12, -0.12, -0.04], [-0.07, 0.23, 0.04], [-1.48, -0.51, 0.37], [0.10, 0.37, 0.25], [0.57, 0.21, 0.12], [0.08, -0.06, -0.29], [-0.07, -0.57, -0.29], [0.17, 0.11, 0.30], [0.06, -0.34, -0.20], [0.89, 0.92, -0.56], [0.02, 0.00, 0.02], [0.04, -0.08, 0.00], [0.04, 0.06, -0.01], [-0.04, -0.14, -0.03], [-0.04, 0.13, 0.03], [-0.06, -0.01, 0.10], [-0.09, 0.03, 0.02], [-0.15, -0.09, 0.02], [0.04, 0.07, 0.01], [-0.13, -0.15, -0.03], [-0.03, -0.08, 0.19]]
}



Entry 3:
{
  "formula": "C19H34B2N2O5",
  "method": "ωB97M-V with the def2-TZVPD basis set",
  "s2": 0.755,
  "charge": -1,
  "multiplicity": 2,
  "e_homo_ev": [-1.5, -1.5],
  "gap_ev": [3.266, 2.785],
  "elements": ["C", "N", "C", "B", "O", "C", "C", "C", "C", "C", "C", "C", "C", "O", "B", "O", "O", "H", "H", "H", "H", "H", "H", "H", "H", "H", "H", "H", "H", "H", "H", "H", "H", "C", "C", "C", "C", "C", "C", "N", "O", "C", "C", "C", "H", "H", "H", "H", "H", "H", "H", "H", "H", "H", "H", "H", "H", "H", "H", "H", "H", "H"],
  "xyz": [[-2.1375, -1.5310, -2.3686], [-1.6774, -0.5070, -3.3912], [-1.3246, -1.3595, -4.6269], [-0.4105, 0.2360, -2.9033], [-0.4360, 0.7852, -1.5376], [0.9029, 0.3013, -3.9460], [2.1844, -0.1855, -2.9869], [2.0782, -1.8566, -2.9900], [2.8471, -2.5853, -4.2844], [2.8714, -4.2275, -4.3899], [2.1168, -5.1722, -3.2522], [1.3445, -4.4023, -1.9921], [1.3321, -2.7393, -1.8257], [1.1028, 1.6545, -4.4749], [1.6747, 2.5985, -3.5114], [3.1576, 2.8575, -3.4607], [0.8819, 3.3989, -2.5119], [-3.2115, -1.2198, -2.0167], [-2.2076, -2.6382, -2.8022], [-1.4671, -1.6055, -1.4121], [-1.1151, -0.7145, -5.5838], [-0.4593, -2.1024, -4.3401], [-2.2574, -2.0507, -4.9000], [-0.9803, 1.6459, -1.6291], [2.0644, 0.1213, -1.8659], [3.2282, 0.0446, -3.4617], [3.3751, -1.9494, -5.1308], [3.4398, -4.7424, -5.2749], [2.1193, -6.3476, -3.3366], [0.8002, -5.0863, -1.1941], [0.7891, -2.2323, -0.9132], [3.5016, 2.4734, -4.3267], [1.2034, 3.1890, -1.5803], [-2.3136, 2.8507, 3.6385], [-1.9842, 1.4677, 4.2676], [-0.8797, 1.6120, 5.3541], [0.5334, 1.7644, 4.8048], [0.8442, 0.6812, 3.7804], [-0.2071, 0.6214, 2.6412], [-1.6091, 0.5164, 3.1681], [-1.7860, -0.7933, 3.6511], [-0.0551, 1.8791, 1.7425], [0.1564, -0.5547, 1.6795], [-3.3031, 1.0631, 5.0089], [-2.6013, 2.7620, 2.5852], [-3.1586, 3.3424, 4.1356], [-1.4764, 3.5539, 3.7100], [-0.8917, 0.7282, 6.0102], [-1.1032, 2.4708, 6.0031], [0.6660, 2.7585, 4.3682], [1.2526, 1.6976, 5.6307], [1.8443, 0.8585, 3.3626], [0.9009, -0.2875, 4.2938], [-0.8172, 1.8936, 0.9537], [0.9242, 1.8894, 1.2481], [-0.1152, 2.8210, 2.2850], [0.2117, -1.5213, 2.1934], [1.1397, -0.3968, 1.2194], [-0.5754, -0.6398, 0.8680], [-4.1267, 0.9179, 4.3009], [-3.6097, 1.8442, 5.7164], [-3.1912, 0.1484, 5.6010]],
  "atomic_forces_ev_per_a": [[-1.47, -0.58, 1.49], [3.58, -1.68, 0.16], [-0.84, -0.74, -0.73], [-2.60, -0.96, -0.20], [-0.61, 1.08, -3.38], [1.48, 2.11, 4.04], [-0.58, -2.71, -0.99], [0.51, -3.02, -0.45], [-1.91, -3.14, 2.94], [-1.89, 1.90, 3.03], [-0.20, 4.88, 0.53], [1.82, 1.55, -2.71], [2.09, -2.05, -3.83], [0.91, 0.52, 2.07], [1.08, 1.01, 1.45], [-3.36, -1.38, -2.27], [2.07, -2.84, -1.07], [1.99, -0.78, -0.49], [0.23, 2.55, 0.72], [-1.24, 0.36, -1.80], [-0.10, -1.17, 2.02], [-1.43, 1.47, -0.94], [1.87, 1.62, 0.60], [1.16, -1.92, 0.53], [0.29, -0.11, -2.15], [-2.03, -0.16, 1.10], [-1.27, -1.39, 2.09], [-1.26, 1.13, 1.90], [-0.01, 2.76, 0.23], [1.27, 1.74, -1.80], [1.27, -1.09, -2.00], [-0.44, 0.57, 1.74], [-0.42, 0.50, -1.76], [0.16, 0.42, 0.00], [-0.05, 0.63, 0.11], [-0.16, -0.14, 0.23], [-0.06, -0.03, -0.02], [0.10, -0.17, -0.15], [0.37, 0.48, -0.18], [-0.38, -0.67, -0.14], [0.24, -0.15, 0.21], [0.03, 0.20, 0.05], [-0.44, -0.30, 0.58], [0.45, -0.63, -0.28], [0.17, -0.20, 0.16], [0.12, -0.14, 0.14], [-0.01, -0.05, -0.10], [-0.14, 0.04, -0.31], [-0.12, -0.04, -0.07], [0.00, 0.06, -0.09], [-0.05, 0.06, -0.04], [-0.04, -0.01, -0.12], [-0.30, 0.06, -0.16], [0.02, -0.12, 0.24], [0.02, -0.18, 0.05], [-0.12, -0.02, 0.08], [-0.30, 0.29, 0.11], [0.00, 0.34, 0.09], [-0.06, 0.09, 0.18], [0.19, -0.04, -0.02], [0.25, 0.19, -0.21], [0.13, 0.01, -0.42]]
}



Entry 4:
{
  "formula": "C2H7NO2",
  "method": "ωB97M-V with the def2-TZVPD basis set",
  "smiles": "CON(C)O",
  "e_above_lowest_kcal_mol": 99.5,
  "e_homo_ev": -9.4,
  "gap_ev": 10.401,
  "elements": ["C", "C", "N", "O", "O", "H", "H", "H", "H", "H", "H", "H"],
  "xyz": [[-1.8774, -0.1843, -0.1258], [1.5397, 0.7947, 0.0334], [0.4139, -0.0014, -0.3950], [-0.6883, 0.3490, 0.4153], [0.6576, -1.4307, -0.2004], [0.9613, -1.5830, 0.7142], [-2.0775, 0.2634, -1.1064], [-2.6617, 0.0549, 0.5878], [-1.7183, -1.2818, -0.2765], [2.3737, 0.5580, -0.6247], [1.8095, 0.6227, 1.0748], [1.2673, 1.8386, -0.0966]],
  "atomic_forces_ev_per_a": [[0.45, -0.89, -0.78], [0.02, -0.12, 0.03], [-0.74, -1.40, -0.45], [0.88, 0.23, 0.59], [0.18, 1.27, -0.06], [-0.12, 0.37, -0.04], [-0.10, 0.02, 0.15], [-0.01, -0.18, -0.05], [-0.56, 0.80, 0.28], [-0.03, -0.04, 0.09], [0.05, -0.07, 0.24], [-0.04, 0.01, -0.01]]
}



Entry 5:
{
  "formula": "C4H13NS",
  "method": "ωB97M-V with the def2-TZVPD basis set",
  "smiles": "CCN.CCS",
  "e_above_lowest_kcal_mol": 6.1,
  "e_homo_ev": -8.6,
  "gap_ev": 9.591,
  "elements": ["C", "C", "S", "H", "H", "H", "H", "H", "C", "C", "N", "H", "H", "H", "H", "H", "H", "H", "H"],
  "xyz": [[-2.6019, 0.8402, 1.8672], [-1.1660, 0.6726, 1.3993], [-0.8820, 1.2183, -0.3412], [-3.3019, 0.2612, 1.2733], [-2.8850, 1.8919, 1.8009], [-2.5916, 0.5558, 2.9221], [-0.8985, -0.3849, 1.3731], [-0.4759, 1.2082, 2.0421], [2.8499, -0.4224, -0.6437], [1.8338, -1.5175, -0.3901], [0.8613, -1.6102, -1.4819], [3.4994, -0.2606, 0.2111], [3.5197, -0.6546, -1.4714], [2.2991, 0.4926, -0.8749], [2.4057, -2.4701, -0.3509], [1.3280, -1.4249, 0.5670], [-0.8569, 0.0897, -1.0634], [0.1904, -2.3451, -1.2686], [1.3709, -1.8585, -2.3124]],
  "atomic_forces_ev_per_a": [[0.63, 0.47, 0.22], [-0.24, -0.82, -1.24], [-0.02, 0.93, 0.18], [-0.03, -0.17, 0.10], [-0.10, -0.04, 0.03], [-0.51, -0.11, -0.03], [0.12, 0.06, 0.40], [0.14, 0.07, -0.08], [-0.42, 0.43, 0.00], [0.95, -1.25, -0.39], [-0.34, 0.25, 0.54], [-0.06, 0.05, 0.24], [-0.17, -0.11, -0.20], [0.25, 0.11, 0.05], [-0.21, 0.25, 0.38], [-0.14, 0.31, 0.02], [0.05, -0.27, 0.48], [0.21, 0.04, -0.28], [-0.11, -0.18, -0.41]]
}



Entry 6:
{
  "formula": "C6H16O",
  "method": "ωB97M-V with the def2-TZVPD basis set",
  "smiles": "CCCC(C)C.O",
  "e_above_lowest_kcal_mol": 21.3,
  "e_homo_ev": -10.6,
  "gap_ev": 11.329,
  "elements": ["C", "C", "C", "C", "C", "C", "H", "H", "H", "H", "H", "H", "H", "H", "H", "H", "H", "H", "H", "H", "H", "H", "O"],
  "xyz": [[-1.7495, -1.6366, 1.6908], [-1.1747, -0.2485, 1.8901], [0.3100, -0.0216, 1.6408], [1.0635, -0.9578, 0.6896], [2.5044, -0.4428, 0.5628], [0.4638, -1.0063, -0.7361], [-1.4414, -2.0298, 0.7127], [-2.8026, -1.8726, 1.6040], [-1.2888, -2.3852, 2.3552], [-1.7284, 0.4237, 1.2130], [-1.6556, 0.1569, 2.7858], [0.3922, 0.9545, 1.1629], [0.9057, 0.1098, 2.5444], [1.0215, -1.9624, 1.1144], [2.7533, 0.1161, 1.4643], [3.2301, -1.2571, 0.5008], [2.6312, 0.2140, -0.2958], [0.1882, 0.0049, -1.0576], [-0.3492, -1.7118, -0.8616], [1.3014, -1.2033, -1.4011], [-1.5743, 4.4920, -4.6125], [-0.8933, 3.4355, -3.8470], [-1.1922, 3.6069, -4.7499]],
  "atomic_forces_ev_per_a": [[1.55, -1.96, -1.02], [-2.46, 0.72, -0.58], [0.21, 0.56, -0.05], [-0.53, 0.08, -0.37], [0.07, -0.36, 0.74], [0.79, 0.63, 0.30], [0.21, 0.21, 0.05], [-0.51, 0.91, 0.76], [-0.31, 0.31, 0.24], [0.27, -0.35, -0.49], [1.11, -0.06, 0.71], [-0.01, 0.31, 0.00], [-0.17, -0.41, 0.31], [0.30, -0.10, -0.04], [0.23, 0.12, -0.03], [-0.08, 0.03, -0.23], [-0.05, 0.05, -0.02], [-0.46, -0.07, 0.23], [0.00, 0.07, -0.22], [-0.16, -0.69, -0.29], [0.05, -0.37, -0.52], [0.15, -0.42, -0.20], [-0.20, 0.79, 0.72]]
}